No. 1
{"formula": "C44H49FFeN4O14P2", "method": "wB97M-V/def2-TZVPD", "species": ["Fe", "N", "C", "C", "P", "O", "O", "O", "P", "O", "O", "O", "H", "H", "H", "H", "H", "H", "H", "H", "C", "C", "C", "O", "C", "C", "O", "C", "O", "C", "C", "C", "C", "C", "C", "C", "C", "C", "C", "C", "C", "C", "O", "C", "C", "C", "C", "C", "C", "C", "C", "C", "C", "C", "C", "H", "H", "H", "H", "H", "H", "H", "H", "H", "H", "H", "H", "H", "H", "H", "H", "H", "H", "H", "H", "H", "H", "H", "H", "H", "H", "H", "H", "F", "C", "C", "N", "C", "C", "O", "O", "C", "O", "N", "C", "O", "H", "H", "H", "H", "C", "C", "C", "C", "C", "N", "H", "H", "H", "H", "H", "H", "H", "H", "H"], "coordinates": [[0.0812, -1.0472, -0.5433], [-0.5188, -5.6391, 2.0346], [0.0415, -4.8713, 0.8926], [1.0946, -5.6331, 0.1394], [0.7625, -3.4052, 1.8105], [-0.6207, -2.8145, 2.3755], [1.4852, -4.0720, 2.9436], [1.4637, -2.4773, 0.8736], [-1.4695, -4.2547, -0.0014], [-1.4381, -5.1003, -1.3996], [-2.5830, -4.7932, 0.8579], [-1.4250, -2.8133, -0.3639], [-0.0552, -5.1984, 2.8611], [-0.3631, -6.6442, 1.9902], [-1.5645, -5.3770, 1.8924], [1.9214, -5.8424, 0.8211], [1.4737, -5.0064, -0.6658], [0.7131, -6.5669, -0.2808], [-0.7150, -1.8794, 1.9928], [-1.1139, -4.4711, -2.0449], [1.1742, 5.0261, 2.4342], [1.1830, 3.5213, 2.7489], [1.6056, 3.2920, 4.2095], [2.0696, 2.8692, 1.8834], [1.4525, 1.6999, 1.3565], [-0.0502, 1.8816, 1.6314], [-0.1035, 2.9987, 2.5184], [-0.7774, 0.6210, 2.2354], [-0.6447, -0.4479, 1.3973], [-0.1619, 0.3116, 3.6037], [0.9073, -0.5773, 3.6758], [1.4885, -0.8897, 4.8921], [1.0028, -0.3170, 6.0556], [-0.0547, 0.5759, 5.9929], [-0.6293, 0.8961, 4.7738], [-2.2759, 0.9062, 2.4281], [-2.8280, 2.1770, 2.5377], [-4.1923, 2.3436, 2.7184], [-5.0299, 1.2463, 2.7962], [-4.4870, -0.0246, 2.6849], [-3.1271, -0.1914, 2.4983], [1.8883, 1.5263, -0.1427], [1.5555, 0.2923, -0.6014], [1.2511, 2.6489, -0.9598], [1.6489, 3.9717, -0.8035], [1.0445, 4.9745, -1.5407], [0.0492, 4.6681, -2.4551], [-0.3285, 3.3478, -2.6342], [0.2703, 2.3448, -1.8933], [3.4166, 1.6080, -0.2367], [4.2352, 0.9756, 0.6946], [5.6074, 0.9502, 0.5288], [6.1981, 1.5505, -0.5695], [5.3903, 2.1528, -1.5190], [4.0171, 2.1701, -1.3592], [2.1764, 5.4255, 2.5574], [0.4879, 5.5332, 3.1062], [0.8519, 5.1710, 1.4074], [2.5756, 3.7501, 4.3775], [1.6745, 2.2268, 4.4030], [0.8693, 3.7284, 4.8771], [1.8054, 0.8214, 1.9050], [-0.5827, 2.1304, 0.7031], [1.2622, -1.0563, 2.7769], [2.3043, -1.5997, 4.9194], [1.4353, -0.5820, 7.0133], [-0.4279, 1.0303, 6.9020], [-1.4575, 1.5882, 4.7357], [-2.1827, 3.0390, 2.5066], [-4.6026, 3.3432, 2.8057], [-6.0972, 1.3752, 2.9321], [-5.1230, -0.8966, 2.7509], [-2.7046, -1.1782, 2.3955], [2.4418, 4.2031, -0.1085], [1.3559, 6.0039, -1.4075], [-0.4196, 5.4540, -3.0350], [-1.0935, 3.0951, -3.3555], [-0.0058, 1.3086, -2.0278], [3.8058, 0.4830, 1.5515], [6.2230, 0.4472, 1.2640], [7.2748, 1.5422, -0.6897], [5.8339, 2.6078, -2.3945], [3.4102, 2.6245, -2.1279], [2.7104, -4.5895, -5.3482], [2.6423, -3.2355, -5.4881], [1.4523, -2.6147, -5.2398], [1.2966, -1.2681, -5.4125], [0.0035, -0.6669, -5.1745], [-0.7613, -1.2493, -3.9030], [-1.9580, -1.4695, -4.0860], [-0.0762, -1.4231, -2.8816], [2.3314, -0.4883, -5.8558], [2.2230, 0.6943, -6.1199], [3.5249, -1.1523, -6.0448], [3.8003, -2.5287, -5.9249], [4.9114, -2.9561, -6.2191], [0.5853, -3.1600, -4.9100], [-0.6401, -0.8126, -6.0503], [0.1575, 0.4029, -5.0222], [4.3037, -0.5748, -6.3342], [-5.3928, 0.1497, -0.8798], [-4.3498, -0.4463, -1.8337], [-4.3335, -1.9780, -1.7950], [-4.5971, 0.0409, -3.2668], [-3.0204, -0.0377, -1.4320], [-1.9559, 0.2499, -1.1238], [-6.3901, -0.1656, -1.1845], [-5.3572, 1.2386, -0.9011], [-5.2130, -0.1770, 0.1409], [-5.2998, -2.3776, -2.0955], [-4.0815, -2.3389, -0.8017], [-3.5679, -2.3336, -2.4808], [-5.5544, -0.3408, -3.6183], [-3.8045, -0.3324, -3.9112], [-4.6160, 1.1289, -3.3123]], "atomic_forces_ev_per_a": [[0.05, 0.60, 0.72], [-0.45, 0.13, 0.48], [0.06, 1.08, -0.32], [0.10, 0.00, -0.04], [-0.25, -0.01, 0.30], [0.71, -0.32, -0.09], [0.04, -0.15, 0.07], [-0.33, 0.06, -0.52], [-0.28, -0.59, -0.23], [-0.10, -0.01, 0.43], [0.02, -0.10, -0.11], [0.69, 0.71, -0.29], [-0.09, -0.65, 0.11], [0.04, 0.20, -0.04], [0.03, -0.39, 0.45], [0.11, -0.06, -0.06], [0.05, -0.06, -0.07], [-0.03, 0.01, -0.08], [-0.25, 0.62, -0.05], [0.06, 0.24, -0.57], [-0.05, -0.60, -0.09], [0.24, 0.67, 0.61], [-0.14, -0.13, -0.56], [-0.07, 0.19, 0.01], [0.03, -0.57, -0.23], [-0.14, -0.44, -0.43], [0.03, 0.11, 0.07], [0.14, 0.32, -0.12], [0.40, -0.63, -0.39], [0.02, 0.07, 0.00], [-0.06, 0.03, 0.10], [0.06, 0.01, -0.01], [0.07, -0.03, 0.19], [0.01, 0.06, 0.14], [0.02, -0.16, 0.08], [0.02, 0.17, -0.10], [0.06, -0.04, 0.01], [-0.19, 0.14, 0.02], [-0.16, 0.03, 0.01], [0.02, -0.13, 0.10], [-0.01, 0.01, 0.01], [-0.21, -0.04, 0.48], [-0.86, -0.96, -0.35], [0.05, -0.06, -0.06], [-0.12, 0.05, -0.01], [0.04, 0.20, 0.01], [-0.09, 0.09, -0.11], [-0.10, 0.08, -0.07], [0.16, -0.14, 0.07], [0.11, 0.03, -0.17], [-0.10, 0.11, -0.08], [0.14, -0.09, 0.16], [0.11, 0.06, -0.09], [0.23, 0.00, -0.05], [0.02, -0.02, 0.06], [0.15, 0.11, 0.04], [-0.07, 0.09, 0.11], [-0.06, 0.05, -0.06], [0.16, 0.10, 0.04], [0.02, -0.14, 0.07], [-0.11, 0.06, 0.15], [0.03, 0.06, -0.19], [0.01, -0.01, 0.14], [0.05, 0.12, -0.11], [0.01, -0.06, 0.01], [0.03, 0.03, 0.03], [-0.06, 0.02, 0.06], [-0.05, 0.07, -0.01], [-0.03, 0.11, -0.06], [0.00, 0.03, -0.02], [-0.02, 0.02, 0.02], [-0.08, -0.09, -0.03], [-0.01, -0.15, -0.03], [0.03, 0.05, 0.02], [0.02, 0.05, 0.01], [-0.01, 0.03, -0.02], [-0.08, -0.02, -0.07], [0.05, 0.09, -0.05], [-0.12, -0.07, 0.11], [0.02, -0.01, 0.05], [0.02, -0.03, -0.01], [0.03, 0.03, -0.09], [-0.07, 0.01, -0.02], [0.16, 0.57, -0.05], [-1.64, -0.69, 0.47], [1.43, -0.06, -0.33], [0.12, -0.60, 0.33], [-1.04, 0.13, 0.47], [0.51, 0.23, -0.77], [-0.60, -0.06, -0.19], [0.77, -0.12, 0.79], [0.18, 0.57, -0.35], [0.01, -0.05, 0.12], [0.28, -0.65, 0.13], [1.03, 0.86, -0.55], [-0.81, 0.03, 0.31], [-0.09, -0.10, 0.09], [0.11, 0.06, 0.15], [0.00, -0.13, -0.01], [-0.15, -0.06, 0.01], [0.20, -0.05, 0.02], [-0.73, -0.17, -0.28], [0.07, -0.08, -0.01], [0.16, -0.04, -0.02], [0.43, 0.29, 0.17], [0.29, -0.07, -0.01], [-0.06, -0.09, -0.07], [0.02, 0.06, 0.03], [-0.01, 0.00, 0.08], [-0.20, 0.03, -0.03], [-0.02, -0.05, 0.13], [0.03, -0.07, -0.04], [-0.14, -0.04, 0.01], [-0.02, 0.01, -0.09], [-0.01, 0.11, 0.02]], "s_squared": 6.0072, "multiplicity": 5, "charge": -2, "molar_mass_g_mol": 994.7, "homo_energy_ev": [-3.254, -2.810]}



No. 2
{"formula": "C32H33As2N2O10Rb", "method": "wB97M-V/def2-TZVPD", "species": ["Rb", "C", "O", "C", "C", "C", "C", "C", "C", "N", "N", "C", "C", "O", "C", "C", "C", "C", "C", "C", "C", "C", "H", "H", "H", "H", "H", "H", "H", "H", "H", "H", "H", "H", "H", "C", "O", "C", "O", "C", "C", "As", "C", "C", "C", "As", "C", "C", "O", "O", "C", "C", "O", "O", "C", "C", "O", "O", "C", "H", "H", "H", "H", "H", "H", "H", "H", "H", "H", "H", "H", "H", "H", "H", "H", "H", "H", "C", "H", "H"], "coordinates": [[0.8189, -1.1226, 0.9195], [-1.8864, 0.7350, 2.7890], [-0.9386, 1.2227, 1.8526], [-1.3782, 2.1300, 0.9365], [-2.6906, 2.5822, 0.8790], [-3.0660, 3.5137, -0.0829], [-2.1367, 3.9986, -0.9860], [-0.8239, 3.5490, -0.9228], [-0.4222, 2.6242, 0.0321], [0.9068, 2.1148, 0.1008], [1.7419, 2.9888, -0.2577], [3.0812, 2.7046, -0.3423], [3.6822, 1.4345, -0.0369], [3.0769, 0.4390, 0.4030], [5.1282, 1.3436, -0.2603], [5.8729, 2.3827, -0.6774], [5.2887, 3.6669, -0.9392], [6.0779, 4.7527, -1.3515], [5.5258, 5.9864, -1.5970], [4.1414, 6.1489, -1.4270], [3.3493, 5.1018, -1.0259], [3.8925, 3.8186, -0.7681], [-2.2191, 1.5323, 3.4603], [-1.3775, -0.0370, 3.3622], [-2.7568, 0.2965, 2.2980], [-3.4370, 2.1997, 1.5597], [-4.0995, 3.8345, -0.1284], [-2.4310, 4.7088, -1.7490], [-0.0783, 3.8977, -1.6247], [5.5682, 0.3750, -0.0529], [6.9442, 2.2694, -0.8203], [7.1456, 4.5962, -1.4721], [6.1443, 6.8178, -1.9129], [3.6886, 7.1169, -1.6116], [2.2862, 5.2398, -0.8913], [-1.5724, -4.1249, 3.7968], [-2.1857, -3.2039, 2.8799], [-3.5144, -3.1214, 2.9022], [-4.2188, -3.7553, 3.6584], [-3.9923, -2.1659, 1.8575], [-5.1229, -1.4948, 2.0794], [-5.7565, -0.0035, 0.9574], [-7.6881, -0.3370, 1.0993], [-5.2953, -0.7870, -0.7534], [-3.9861, -1.2342, -0.9779], [-2.7847, -2.0409, 0.3101], [-2.9921, -3.9458, -0.1494], [-3.2620, -1.1206, -2.2206], [-2.3188, -1.8428, -2.5148], [-3.6138, -0.1277, -3.1146], [-3.6280, 1.1907, -2.5723], [-6.2559, -0.5649, -1.7905], [-7.1725, 0.2562, -1.7717], [-6.1081, -1.4110, -2.8568], [-6.8462, -1.0506, -4.0082], [-5.9469, -1.6825, 3.3169], [-5.8428, -0.9778, 4.2872], [-6.9489, -2.5867, 3.2653], [-6.9947, -3.5236, 2.1815], [-0.5082, -4.0821, 3.5627], [-1.9442, -5.1312, 3.6050], [-1.8128, -3.8425, 4.8211], [-7.9631, -0.4274, 2.1501], [-7.9886, -1.2273, 0.5501], [-8.1898, 0.5205, 0.6598], [-4.0478, -4.1947, -0.2531], [-2.5254, -4.5616, 0.6203], [-2.4807, -4.0961, -1.0973], [-3.8195, 1.8625, -3.4085], [-2.6599, 1.4395, -2.1295], [-4.4063, 1.3218, -1.8195], [-6.5928, -1.7880, -4.7675], [-6.5647, -0.0539, -4.3541], [-7.9203, -1.0599, -3.8147], [-7.9859, -3.9699, 2.2264], [-6.2276, -4.2808, 2.3262], [-6.8564, -3.0380, 1.2168], [1.4877, -3.7533, 2.3234], [2.3172, -3.9953, 3.0248], [1.0486, -4.7561, 2.1161]], "atomic_forces_ev_per_a": [[0.13, 0.11, -0.02], [0.01, 0.02, 0.01], [-0.03, -0.09, 0.02], [-0.01, -0.02, -0.03], [-0.01, -0.02, -0.01], [-0.02, 0.03, 0.01], [0.02, 0.01, 0.02], [-0.01, 0.00, -0.01], [0.07, 0.01, 0.01], [-0.03, 0.03, 0.02], [-0.01, -0.02, -0.03], [-0.04, -0.01, 0.02], [-0.02, 0.02, 0.06], [-0.03, -0.13, -0.06], [0.01, 0.01, 0.02], [0.01, 0.00, 0.00], [-0.01, 0.01, 0.00], [0.00, 0.00, 0.00], [-0.01, 0.01, 0.00], [0.02, 0.01, 0.00], [-0.01, -0.02, 0.01], [0.02, 0.02, -0.01], [0.00, 0.00, -0.01], [-0.01, 0.00, 0.01], [0.01, -0.02, -0.01], [0.00, 0.01, 0.00], [0.00, 0.00, 0.00], [0.00, 0.00, 0.00], [0.00, 0.00, 0.00], [-0.01, 0.00, 0.00], [0.00, 0.00, 0.00], [0.00, 0.00, 0.00], [0.00, 0.00, 0.00], [0.00, 0.00, 0.00], [0.00, 0.01, 0.00], [-0.03, -0.13, -0.20], [0.04, -0.01, 0.14], [-0.08, -0.09, -0.09], [0.04, 0.05, -0.01], [0.03, -0.01, 0.08], [-0.07, -0.07, 0.02], [0.04, 0.05, -0.05], [-0.03, -0.01, 0.00], [0.02, 0.02, 0.04], [0.08, -0.05, -0.10], [-0.06, 0.11, 0.04], [0.02, -0.04, -0.01], [-0.10, 0.03, 0.02], [0.02, -0.01, 0.00], [0.00, 0.00, -0.01], [0.02, 0.00, 0.00], [0.00, -0.04, 0.04], [-0.01, 0.02, 0.00], [0.00, 0.00, -0.01], [0.00, 0.01, 0.00], [0.02, -0.02, -0.02], [-0.04, 0.02, -0.01], [-0.01, 0.01, -0.08], [0.03, 0.10, 0.13], [0.06, 0.17, 0.14], [-0.11, -0.02, 0.03], [0.08, 0.02, 0.00], [0.00, 0.01, 0.00], [0.00, -0.01, 0.01], [0.00, 0.01, 0.00], [-0.01, 0.01, -0.01], [0.00, 0.02, -0.02], [-0.02, 0.01, -0.01], [0.01, 0.00, 0.00], [-0.01, -0.02, -0.01], [-0.01, 0.01, 0.00], [0.00, 0.00, 0.00], [0.00, 0.00, 0.00], [0.00, 0.00, 0.00], [0.01, -0.01, 0.00], [0.03, -0.04, -0.01], [0.01, 0.01, -0.01], [-0.02, -0.04, 0.07], [0.00, 0.03, -0.01], [0.01, -0.01, -0.04]], "charge": -2, "molar_mass_g_mol": 840.9, "homo_energy_ev": [-1.151, -1.465], "e_above_lowest_kcal_mol": 16.7}



No. 3
{"formula": "C14H17BClN2O", "method": "wB97M-V/def2-TZVPD", "species": ["C", "C", "C", "Cl", "B", "C", "O", "H", "H", "H", "H", "H", "H", "H", "N", "C", "C", "C", "C", "C", "H", "H", "H", "H", "H", "N", "C", "C", "C", "C", "C", "H", "H", "H", "H", "H"], "coordinates": [[-0.6201, -0.7799, -0.1973], [0.5489, -1.5147, -0.1971], [1.7089, -0.9761, -0.8015], [3.2623, -1.8298, -0.2249], [1.5596, -1.0984, -2.3452], [1.8794, -2.4481, -3.1094], [1.0537, -0.0632, -3.1106], [-1.5988, -1.2379, -0.2905], [-0.5215, 0.2982, -0.1765], [0.5857, -2.5171, 0.2473], [1.7733, -2.3589, -4.1931], [1.1611, -3.1967, -2.7556], [2.8755, -2.8317, -2.8773], [0.2706, 0.3061, -2.6634], [2.9108, -0.8584, 4.4987], [2.2460, -0.9174, 3.3434], [0.8599, -1.0086, 3.2629], [0.1333, -1.0488, 4.4397], [0.8131, -0.9959, 5.6489], [2.1948, -0.8995, 5.6205], [2.8345, -0.8868, 2.4315], [0.3768, -1.0328, 2.2938], [-0.9476, -1.1172, 4.4151], [0.2867, -1.0247, 6.5946], [2.7596, -0.8510, 6.5470], [-1.6622, 1.5142, -2.4667], [-2.9846, 1.4142, -2.5051], [-3.8322, 2.5117, -2.4552], [-3.2705, 3.7753, -2.3566], [-1.8904, 3.8882, -2.3104], [-1.1296, 2.7285, -2.3689], [-3.3812, 0.4069, -2.5742], [-4.9047, 2.3747, -2.4906], [-3.8984, 4.6566, -2.3131], [-1.4074, 4.8527, -2.2284], [-0.0454, 2.7665, -2.3318]], "atomic_forces_ev_per_a": [[0.34, -0.20, 0.14], [-0.24, 0.64, 0.07], [0.17, -0.45, 0.12], [-0.19, -0.14, 0.00], [0.50, 0.24, 0.33], [0.53, 0.09, -0.23], [-1.03, -0.39, -0.21], [-0.08, 0.00, 0.48], [-0.23, -0.01, -0.52], [-0.09, -0.22, -0.27], [0.00, 0.00, -0.01], [0.00, 0.03, 0.03], [-0.07, -0.07, 0.00], [0.27, 0.37, 0.16], [0.04, -0.02, -0.02], [-0.01, 0.06, -0.01], [0.02, 0.02, 0.00], [0.01, 0.00, 0.01], [-0.02, 0.00, 0.00], [0.00, 0.00, 0.01], [-0.01, -0.03, 0.04], [-0.01, 0.01, -0.03], [0.00, 0.00, -0.01], [0.01, 0.00, 0.00], [-0.01, 0.00, 0.00], [0.16, 0.06, -0.15], [-0.01, 0.00, 0.02], [-0.01, 0.03, 0.01], [0.00, -0.02, 0.00], [0.00, 0.00, 0.01], [-0.04, -0.01, 0.01], [-0.01, 0.00, 0.00], [0.00, 0.00, 0.00], [0.00, 0.00, 0.00], [0.00, 0.00, 0.00], [-0.01, 0.01, 0.00]], "charge": -1, "molar_mass_g_mol": 275.6, "homo_energy_ev": -2.389, "e_above_lowest_kcal_mol": 0.0}



No. 4
{"formula": "C2H6N4OS", "method": "wB97M-V/def2-TZVPD", "species": ["C", "C", "H", "H", "H", "H", "H", "H", "N", "N", "N", "N", "O", "S"], "coordinates": [[-1.3571, -0.0011, -0.1224], [1.8890, -0.1262, 0.4149], [-3.3073, -1.2452, -0.0601], [-2.8834, 1.1352, -0.7494], [-0.1581, -1.3477, -0.3883], [-0.5315, 1.9067, 0.4426], [1.2907, 1.6024, -1.1817], [1.3285, -0.4601, 1.3421], [-2.6903, 0.5685, 0.1565], [-1.2220, -1.2218, -0.3041], [-0.3718, 0.9296, 0.1730], [0.9419, 0.6905, -0.3412], [-3.6739, -0.4192, 0.1533], [3.3661, -0.2651, -0.0110]], "atomic_forces_ev_per_a": [[-2.09, 2.06, 2.01], [-5.01, 2.86, 0.24], [1.50, -1.90, -0.71], [0.23, -0.87, 1.89], [-1.99, -0.49, 0.07], [-0.40, -1.01, -0.17], [-0.95, -4.26, 3.50], [0.79, -0.07, -1.07], [1.39, 0.79, -2.78], [2.63, -1.28, -0.99], [1.94, 0.43, -0.57], [0.83, 2.57, -1.72], [-1.78, 1.85, 0.89], [2.91, -0.69, -0.59]], "molar_mass_g_mol": 134.2, "homo_energy_ev": -9.293, "e_above_lowest_kcal_mol": 127.7}



Number 1: E_tot -5025.21845 hartree. Number 2: E_tot -6596.62360 hartree. Number 3: E_tot -1213.47776 hartree. Number 4: E_tot -772.09470 hartree.